1.
Computed, not measured: a cluster of 8 separate species, C28H46F2NO12PS in total in a non-equilibrium geometry, with ωB97M-V/def2-TZVPD.

```
91
Properties=species:S:1:pos:R:3:forces:R:3
C -8.265691 2.128854 -0.201712 -0.30 0.10 -0.05
O -6.948817 2.008665 -0.699882 0.00 -0.07 0.26
C -6.259794 0.932721 -0.066687 0.30 0.29 -0.37
C -4.766817 1.015293 -0.397644 -0.30 -0.30 0.02
C -3.891712 0.740678 0.833881 0.41 0.16 -0.41
C -2.502292 1.331335 0.688359 -0.45 -0.33 0.17
C -2.118628 2.294605 1.613158 0.14 0.28 0.16
C -0.904258 2.943556 1.544902 0.05 0.19 -0.13
C -0.025681 2.602285 0.535699 -0.11 -0.17 -0.06
C -0.354916 1.611644 -0.391937 0.16 -0.23 -0.20
C -1.605326 0.975696 -0.322124 0.29 0.42 -0.48
N -1.981818 -0.013337 -1.309797 0.86 -0.49 1.42
C -1.993445 -1.198664 -1.040339 -0.96 0.36 -0.70
S -2.285359 -2.724136 -0.818043 0.29 0.23 -0.02
C 0.681571 1.322193 -1.454822 -0.16 0.10 0.08
O 0.367477 1.085100 -2.596903 -0.01 -0.20 -0.03
C 2.121368 1.440452 -1.006534 0.08 -0.09 0.17
C 2.400612 2.459304 -0.088687 -0.33 -0.10 -0.10
C 3.668812 2.709406 0.384585 0.26 0.16 0.11
C 4.685241 1.898916 -0.071340 -0.39 -0.14 -0.16
F 5.926067 2.091292 0.398394 -0.03 0.08 0.10
C 4.470955 0.867788 -0.980422 0.46 -0.09 0.14
P 5.927790 -0.160992 -1.511991 0.12 -0.47 -0.41
O 6.991287 1.061339 -1.768120 0.01 -0.06 0.17
O 6.397932 -0.752701 -0.033873 -0.41 0.27 -0.09
C 3.173465 0.628703 -1.454371 0.01 0.46 -0.40
C 2.921288 -0.513585 -2.415827 -0.31 -0.40 0.39
C 3.054080 -1.851863 -1.688079 0.06 0.33 0.47
F 3.799329 -0.439946 -3.490768 0.01 0.03 -0.12
C 1.273427 3.307286 0.398320 0.01 0.04 -0.17
O 1.409652 4.480558 0.645383 0.05 0.00 0.32
H -8.469343 1.382164 0.568778 0.00 0.03 0.04
H -9.008532 1.995757 -0.993776 0.13 -0.04 -0.10
H -8.424167 3.118865 0.233928 0.12 0.01 -0.01
H -6.685255 -0.006501 -0.430276 -0.03 -0.13 0.32
H -6.390018 1.019421 1.016742 -0.13 -0.18 0.02
H -4.536532 0.278614 -1.167204 0.06 0.16 -0.12
H -4.559200 2.002314 -0.813310 -0.03 0.05 0.08
H -4.334034 1.204921 1.716075 -0.06 -0.04 -0.01
H -3.837557 -0.329136 1.042219 -0.04 0.00 0.00
H -2.801219 2.573474 2.405964 -0.10 -0.12 -0.04
H -0.632621 3.725093 2.241824 -0.03 -0.01 0.02
H 3.854380 3.492540 1.108622 0.06 0.03 -0.05
H 7.624146 0.757260 -2.427587 0.00 0.11 -0.04
H 5.646797 -0.749892 0.572313 0.23 0.01 0.21
H 1.923358 -0.438563 -2.829212 -0.01 0.16 -0.07
H 2.808460 -1.686482 -0.633134 -0.06 -0.11 -0.06
H 4.083400 -2.210392 -1.712510 -0.05 -0.07 -0.18
H 2.360116 -2.594321 -2.057027 0.05 -0.27 -0.28
C -5.175227 -2.790426 3.158808 0.16 0.07 -0.10
O -4.156882 -2.099411 2.445528 -0.09 -0.23 0.11
H -6.046697 -2.141241 3.201737 -0.01 0.00 -0.02
H -5.452750 -3.719220 2.651434 -0.07 -0.01 0.04
H -4.855119 -3.023278 4.178257 -0.06 -0.01 0.03
H -3.379249 -2.669857 2.415140 0.19 0.23 -0.06
C 0.719459 1.864459 -6.133469 -0.10 -0.02 0.18
O -0.369286 2.395168 -5.392062 0.00 -0.07 -0.09
H 0.982848 2.594141 -6.896003 -0.01 0.01 0.00
H 1.588795 1.693196 -5.492101 0.04 -0.02 -0.05
H 0.447120 0.925551 -6.624389 0.06 0.00 -0.04
H -0.593924 1.754289 -4.709587 0.04 0.10 0.10
C 0.321426 -6.196604 -1.416646 -0.08 0.24 -0.02
O 0.385721 -4.835676 -1.823783 0.12 -0.15 0.03
H 1.198189 -6.699636 -1.816777 0.01 0.01 -0.01
H 0.332226 -6.284913 -0.326321 0.01 -0.08 0.01
H -0.574137 -6.685962 -1.808466 0.02 -0.07 0.02
H -0.387465 -4.381775 -1.475402 -0.02 0.14 -0.03
C 9.622270 -0.777438 1.339468 0.14 -0.12 0.14
O 9.705016 -1.824340 2.303124 -0.06 0.07 -0.04
H 8.587409 -0.452357 1.292955 -0.02 -0.04 -0.01
H 10.251098 0.069442 1.628790 -0.02 0.04 -0.07
H 9.921497 -1.132548 0.349746 -0.03 0.08 -0.04
H 10.618632 -2.117858 2.343938 -0.01 -0.03 0.02
C 6.430011 4.581658 3.480032 -0.02 -0.13 -0.09
O 5.595510 3.682050 2.759289 0.05 0.08 0.15
H 5.788111 5.335794 3.928363 -0.02 0.00 -0.01
H 6.975229 4.065124 4.274085 0.01 0.06 0.03
H 7.143527 5.075190 2.815359 0.01 0.04 0.04
H 6.158615 3.014173 2.357401 -0.05 0.01 -0.08
C 0.077521 -2.437211 2.485526 -0.06 -0.06 -0.02
O -1.169960 -3.082146 2.239789 -0.10 -0.11 0.10
H -0.005250 -1.419114 2.109916 -0.03 -0.01 0.00
H 0.301054 -2.402653 3.553877 0.03 0.05 -0.01
H 0.890101 -2.945141 1.959886 0.02 0.05 0.00
H -1.109152 -3.983829 2.568600 0.05 0.00 -0.01
C -9.398644 -1.581873 0.038509 0.24 -0.26 0.02
O -8.290161 -1.927727 0.869229 -0.18 0.11 -0.05
H -9.730258 -0.583447 0.308894 0.05 0.01 0.07
H -9.099372 -1.582104 -1.012909 -0.13 0.06 -0.04
H -10.226006 -2.280453 0.185015 -0.06 0.06 -0.06
H -8.009825 -2.809578 0.610012 0.09 0.01 0.07
```
Forces are in eV/Å.

Properties
Structure (SMILES)   COCCCc1ccc2c(c1N=C=S)C(=O)c1c(cc(F)c(P(O)O)c1[C@H](C)F)C2=O.CO.CO.CO.CO.CO.CO.CO
DFT total energy   -2991.32599 a.u.
2S+1   1
HOMO   -8.970 eV
Kohn-Sham gap   8.1 eV

Here is what Mulliken gives for the atomic charges, in e:
1. C -0.62
2. O -0.38
3. C -0.48
4. C -0.43
5. C -0.56
6. C 0.85
7. C -0.98
8. C -1.42
9. C 0.75
10. C 0.62
11. C 0.01
12. N -0.38
13. C 0.60
14. S -0.36
15. C -0.29
16. O -0.51
17. C 0.01
18. C 0.78
19. C -1.20
20. C 1.21
21. F -0.40
22. C -0.37
23. P 0.17
24. O -0.48
25. O -0.47
26. C 0.15
27. C 0.38
28. C -1.62
29. F -0.39
30. C -0.19
31. O -0.56
32. H 0.23
33. H 0.26
34. H 0.26
35. H 0.13
36. H 0.43
37. H 0.32
38. H 0.39
39. H 0.77
40. H -0.13
41. H 0.39
42. H 0.49
43. H 0.79
44. H 0.36
45. H 0.34
46. H 0.40
47. H 0.37
48. H 0.37
49. H 0.54
50. C -0.65
51. O -0.36
52. H 0.22
53. H 0.28
54. H 0.27
55. H 0.20
56. C -0.45
57. O -0.50
58. H 0.26
59. H 0.16
60. H 0.24
61. H 0.30
62. C -0.56
63. O -0.39
64. H 0.23
65. H 0.23
66. H 0.26
67. H 0.20
68. C -0.29
69. O -0.52
70. H 0.01
71. H 0.28
72. H 0.23
73. H 0.29
74. C -0.60
75. O -0.41
76. H 0.23
77. H 0.25
78. H 0.27
79. H 0.24
80. C -0.50
81. O -0.39
82. H 0.10
83. H 0.31
84. H 0.25
85. H 0.24
86. C -0.61
87. O -0.44
88. H 0.16
89. H 0.28
90. H 0.31
91. H 0.28

2.
Computed, not measured: a structure of composition C31H27GeN6O2PtS2 in a non-equilibrium geometry, with ωB97M-V/def2-TZVPD.

```
70
Properties=species:S:1:pos:R:3:forces:R:3
Pt 0.267014 0.058518 -3.439480 0.04 0.20 -1.02
C 3.998971 3.297317 -5.752285 -0.04 -0.04 0.02
S 2.715610 3.935082 -4.665283 0.03 0.02 -0.02
C 1.618434 2.573210 -4.467964 -0.25 0.17 0.10
S 1.871210 1.040491 -5.151678 0.10 -0.11 0.34
N 0.569408 2.966719 -3.761560 0.13 -0.21 -0.02
N -0.259341 1.942941 -3.452500 -0.22 0.12 -0.07
C -1.489981 2.201828 -3.125050 -0.02 -0.30 0.06
C -2.351251 1.047991 -2.949755 0.25 0.28 -0.17
C -3.700346 1.124140 -2.615778 -0.04 -0.07 0.01
C -4.436467 -0.039597 -2.538532 0.03 0.01 0.01
C -3.812510 -1.258576 -2.794791 0.00 0.03 -0.03
C -2.472700 -1.271174 -3.120660 -0.04 0.02 0.00
N -1.758713 -0.144024 -3.209640 0.19 -0.05 0.64
H 4.907715 3.852425 -5.525586 -0.02 0.04 -0.01
H 3.732044 3.435658 -6.797983 0.01 -0.05 -0.01
H 4.157170 2.241705 -5.544611 0.03 0.00 0.00
H -1.837110 3.225102 -3.080573 0.00 -0.01 0.03
H -4.139825 2.089898 -2.408371 -0.01 0.00 0.00
H -5.485076 -0.005692 -2.273439 0.00 0.00 0.00
H -4.353504 -2.191785 -2.733845 0.00 0.00 0.00
H -1.928665 -2.184402 -3.317700 0.00 0.00 0.04
N 0.643278 -1.915472 -3.479002 0.10 -0.01 -0.12
C 0.865442 -3.047306 -3.622973 0.03 0.18 0.42
N 1.044484 -4.278959 -3.884610 -0.10 -0.18 -0.57
C 1.467786 -5.229372 -3.092298 0.03 0.07 0.29
N 1.823670 -6.136204 -2.462231 0.01 0.00 0.00
O 2.108499 0.731914 -2.058984 -0.28 0.02 0.08
C 1.563930 0.790005 -0.919268 0.10 -0.25 -0.07
O 0.484321 0.246054 -0.609832 -0.18 -0.10 0.33
C 2.247672 1.591054 0.175086 0.05 -0.05 0.15
C 2.307435 0.828343 1.503445 -0.12 0.06 -0.19
Ge 0.611738 -0.016418 2.054679 0.08 0.04 0.17
C 0.330762 -1.903943 1.639875 0.02 -0.02 -0.15
C -0.600078 -2.613397 2.398655 -0.02 0.00 0.00
C -0.834974 -3.963785 2.169062 -0.01 0.02 0.03
C -0.115627 -4.634468 1.190727 0.01 0.03 -0.01
C 0.832530 -3.949135 0.443772 0.04 -0.03 -0.06
C 1.044279 -2.593579 0.658333 -0.11 0.04 0.06
C -0.982665 1.087517 1.826308 -0.06 -0.02 -0.11
C -2.118805 0.568350 1.206382 0.01 0.01 0.03
C -3.260690 1.340884 1.051551 0.00 0.01 -0.03
C -3.278190 2.659345 1.489871 -0.02 -0.01 0.00
C -2.149294 3.197016 2.089401 0.02 -0.01 0.01
C -1.015904 2.410420 2.262517 0.01 -0.01 -0.02
C 0.855100 -0.090756 4.039189 0.11 0.13 0.00
C 1.981872 -0.748389 4.543193 -0.06 -0.04 -0.01
C 2.283129 -0.744391 5.897308 0.00 -0.01 0.00
C 1.454436 -0.077763 6.790886 0.00 0.00 0.01
C 0.322457 0.567302 6.318243 -0.01 -0.02 -0.01
C 0.031654 0.559456 4.957513 -0.04 -0.05 -0.02
H 1.625310 2.481067 0.315566 0.06 0.05 -0.05
H 3.229166 1.914247 -0.171163 0.03 0.00 0.07
H 2.587766 1.503829 2.314643 0.03 -0.03 0.03
H 3.066288 0.041254 1.474777 0.02 0.00 -0.04
H -1.150048 -2.105930 3.185615 0.00 0.00 0.00
H -1.572532 -4.493317 2.761059 0.00 0.01 0.00
H -0.286040 -5.687632 1.003654 0.00 0.00 0.02
H 1.399056 -4.476431 -0.313810 -0.01 -0.01 -0.02
H 1.759894 -2.071157 0.038708 0.03 0.08 -0.05
H -2.102446 -0.449876 0.833265 0.00 0.00 -0.01
H -4.137158 0.916184 0.577225 -0.02 -0.01 -0.01
H -4.169366 3.263608 1.367270 0.00 0.00 -0.01
H -2.151784 4.226224 2.428068 0.01 0.00 0.00
H -0.144226 2.841449 2.745134 0.00 0.00 0.00
H 2.633015 -1.291328 3.864420 0.02 0.03 -0.01
H 3.164878 -1.261005 6.257821 0.00 0.00 0.00
H 1.688954 -0.066286 7.848497 0.00 -0.01 0.00
H -0.337632 1.079315 7.008898 0.00 0.00 0.00
H -0.863455 1.063715 4.610642 0.01 0.04 -0.01
```
Forces are in eV/Å.

Properties
Net charge   -1
DFT total energy   -4669.21804 a.u.
2S+1   1
HOMO (spin up / spin down)   -4.977 / -4.976 eV
Kohn-Sham gap (spin up / spin down)   6.4 / 6.4 eV
ΔE to the lowest compared entry with this formula, charge and spin   0.5034 eV

Here is what Mulliken gives for the atomic charges, in e:
1. Pt 0.70
2. C -0.83
3. S -0.06
4. C 0.59
5. S -0.50
6. N -1.40
7. N 1.03
8. C -0.45
9. C 0.68
10. C -0.98
11. C -0.13
12. C -0.68
13. C -0.08
14. N -0.34
15. H 0.33
16. H 0.27
17. H 0.29
18. H 0.42
19. H 0.37
20. H 0.45
21. H 0.41
22. H 0.34
23. N -0.58
24. C 0.84
25. N -0.76
26. C 0.56
27. N -0.60
28. O -0.82
29. C 0.87
30. O -0.40
31. C -0.94
32. C -1.13
33. Ge 1.50
34. C 0.23
35. C -0.31
36. C -0.71
37. C -0.50
38. C -0.86
39. C -0.40
40. C 0.01
41. C -0.36
42. C -0.49
43. C -0.57
44. C -0.79
45. C -0.01
46. C -0.28
47. C -0.43
48. C -0.65
49. C -0.45
50. C -0.61
51. C -0.12
52. H 0.23
53. H 0.41
54. H 0.48
55. H 0.51
56. H 0.37
57. H 0.38
58. H 0.42
59. H 0.58
60. H 0.25
61. H 0.28
62. H 0.44
63. H 0.37
64. H 0.39
65. H 0.45
66. H 0.31
67. H 0.39
68. H 0.35
69. H 0.39
70. H 0.32

3.
Computed, not measured: the ion C2H6NO2 with charge +1 in a non-equilibrium geometry, with ωB97M-V/def2-TZVPD.

```
11
Properties=species:S:1:pos:R:3:forces:R:3
N -1.186641 -0.560115 -0.368491 -0.55 2.73 -2.73
C 0.066402 0.273469 -0.086485 1.15 1.81 0.49
O -0.269844 1.603144 0.151540 -3.25 -3.49 0.96
C 1.181581 -0.378606 0.585958 1.58 -0.35 0.81
O 1.208426 0.076445 -0.783615 -0.63 -0.88 -1.36
H -1.876272 0.044314 -0.985665 1.35 -1.38 1.72
H -1.562667 -0.808205 0.511743 -1.08 -0.01 1.31
H -1.045438 -1.436930 -0.862943 0.66 -0.11 -0.32
H 0.261737 2.324559 -0.095690 1.86 0.81 -1.01
H 1.784495 0.322298 1.152820 -0.15 -0.28 0.55
H 1.438216 -1.460368 0.780828 -0.93 1.13 -0.42
```
Forces are in eV/Å.

Properties
Net charge   +1
Structure (SMILES)   [NH3+][C@@]1(O)CO1
DFT total energy   -284.71097 a.u.
2S+1   1
HOMO   -16.094 eV
Kohn-Sham gap   12.1 eV
ΔE to the lowest compared entry with this formula, charge and spin   2.5253 eV

Here is what Mulliken gives for the atomic charges, in e:
1. N -0.29
2. C 0.70
3. O -0.50
4. C -0.53
5. O -0.39
6. H 0.41
7. H 0.36
8. H 0.37
9. H 0.36
10. H 0.24
11. H 0.26